[1]
Below is C6H6O as an isolated structure, with properties calculated with ωB97M-V/def2-TZVPD.

```
! wB97M-V def2-TZVPD RIJCOSX def2/J DEFGRID3
* xyz 0 1
C -0.875 -0.197 0.718
C -1.230 -1.237 1.634
C -0.854 0.178 -0.749
C 0.082 -1.377 1.130
C 0.534 -0.023 1.062
C 0.630 0.464 -0.817
O 1.072 1.668 -1.194
H -1.079 -0.788 -1.198
H -1.729 1.012 -0.973
H 0.566 -2.246 0.716
H 1.173 0.467 1.766
H 1.236 -0.287 -1.275
H 0.476 2.367 -0.820
*
```

ΔE to the lowest compared entry with this formula, charge and spin ... 723.0 kJ/mol
Total energy ... -307.18807 Ha


[2]
Below is a 7-piece molecular cluster, C27H38N2O21P overall, with properties calculated with ωB97M-V/def2-TZVPD.

```
! wB97M-V def2-TZVPD RIJCOSX def2/J DEFGRID3
* xyz 1 1
C -2.004 -0.514 -1.198
C -1.085 -1.585 -2.033
C 0.514 -1.522 -1.639
C 1.404 -1.667 -3.011
N 0.899 -0.356 -0.753
C 1.288 1.037 -1.236
C 1.740 2.245 -0.214
O 2.105 3.626 -0.627
N 1.195 4.400 0.046
O 1.764 5.231 0.736
C 1.776 1.973 1.435
C 1.322 0.455 1.908
P 1.279 0.076 3.779
O 2.041 1.249 4.517
C 0.901 -0.639 0.762
H -3.028 -0.407 -1.798
H -2.193 -1.005 -0.127
H -1.555 0.567 -1.138
H -1.211 -1.364 -3.178
H -1.495 -2.670 -1.762
H 0.728 -2.505 -1.000
H 1.346 -0.739 -3.723
H 2.525 -1.965 -2.727
H 0.987 -2.595 -3.626
H 1.260 1.255 -2.394
H 2.107 2.835 2.182
H -0.131 0.169 4.182
H 1.733 -1.250 4.112
H 0.592 -1.718 1.143
C -1.746 -4.673 0.127
C -1.679 -5.643 1.262
O -0.324 -5.581 1.663
C 0.155 -4.368 1.259
O 1.237 -3.911 1.586
O -0.736 -3.734 0.441
H -2.721 -4.184 0.054
H -1.509 -5.139 -0.836
H -2.311 -5.344 2.105
H -1.948 -6.658 0.958
C -5.669 -3.363 -2.358
C -5.468 -3.624 -3.816
O -4.110 -4.012 -3.893
C -3.761 -4.485 -2.661
O -2.714 -5.060 -2.415
O -4.738 -4.233 -1.741
H -6.687 -3.590 -2.031
H -5.427 -2.332 -2.080
H -6.092 -4.445 -4.184
H -5.653 -2.736 -4.427
C 4.427 5.577 -3.119
C 2.976 5.902 -2.967
O 2.526 6.014 -4.304
C 3.387 5.288 -5.075
O 3.204 5.026 -6.252
O 4.478 4.892 -4.357
H 4.799 4.943 -2.310
H 5.052 6.473 -3.185
H 2.418 5.101 -2.471
H 2.815 6.837 -2.424
C -2.027 -3.678 6.177
C -3.478 -3.353 6.329
O -3.928 -3.241 4.993
C -3.067 -3.967 4.222
O -3.250 -4.229 3.044
O -1.976 -4.363 4.939
H -1.655 -4.312 6.987
H -1.402 -2.782 6.111
H -4.036 -4.154 6.825
H -3.640 -2.418 6.873
C -1.803 4.441 0.786
C -2.504 4.253 2.092
O -3.700 3.592 1.727
C -3.460 2.964 0.538
O -4.218 2.163 0.017
O -2.262 3.349 0.010
H -0.715 4.412 0.890
H -2.088 5.373 0.288
H -1.942 3.613 2.780
H -2.722 5.203 2.588
C 6.111 2.310 0.587
C 5.378 2.629 -0.676
O 6.374 3.219 -1.490
C 7.579 2.767 -1.033
O 8.641 2.939 -1.607
O 7.439 2.096 0.147
H 5.718 1.418 1.082
H 6.104 3.144 1.297
H 4.998 1.733 -1.176
H 4.550 3.324 -0.512
*
```

Total energy ... -3081.88307 Ha


[3]
Below is an isolated ion of composition CH3N4Si and charge -1, with properties calculated with ωB97M-V/def2-TZVPD.

```
! wB97M-V def2-TZVPD RIJCOSX def2/J DEFGRID3
* xyz -1 1
C -0.021 -0.012 -0.455
N -0.486 -0.452 -2.453
N -0.913 0.219 -1.394
N 1.011 -0.724 -0.925
N 0.634 -1.018 -2.151
Si -0.124 0.314 1.438
H 0.008 1.780 1.863
H 1.189 -0.069 1.795
H -1.297 -0.039 2.283
*
```

ΔE to the lowest compared entry with this formula, charge and spin ... 54.1 kJ/mol
Total energy ... -548.41539 Ha


[4]
Below is the molecule C6H9NO, with properties calculated with ωB97M-V/def2-TZVPD.

```
! wB97M-V def2-TZVPD RIJCOSX def2/J DEFGRID3
* xyz 0 1
C -1.524 -1.186 0.159
C -0.789 1.145 0.137
C 0.852 1.160 -0.011
C 2.000 -0.044 -0.436
C 0.026 -0.909 -0.036
C 0.041 0.250 0.855
H -1.790 -1.091 1.359
H -2.199 -1.953 -0.371
H -1.752 -0.049 -1.530
H -1.067 2.116 0.261
H 1.036 2.269 0.331
H 2.114 -0.132 -1.486
H 2.953 0.331 0.218
H 0.135 -0.689 -1.214
H 0.383 -0.141 1.901
N -1.910 0.200 -0.384
O 1.493 -1.276 0.246
*
```

ΔE to the lowest compared entry with this formula, charge and spin ... 797.5 kJ/mol
Total energy ... -363.72047 Ha